Density functional theory data (the ωB97M-V functional and the def2-TZVPD basis) for an isolated molecule of C4H6Cl2 at a distorted geometry.

```
12
Properties=species:S:1:pos:R:3:forces:R:3
C 0.556 -1.944 -2.212 1.0 -0.5 0.0
C -0.298 -1.168 -1.567 2.7 -0.2 -0.7
C 0.275 0.154 -1.127 -1.0 -0.7 -0.5
C 0.368 0.193 0.392 -0.9 0.9 -1.5
Cl -1.015 -0.533 1.148 -0.9 -0.5 0.7
Cl 0.549 1.819 0.963 0.4 1.2 0.4
H 0.186 -2.936 -2.440 0.6 -0.1 -0.7
H 1.652 -1.613 -2.392 -2.1 -0.9 0.3
H -1.327 -1.442 -1.450 -0.3 0.1 0.3
H -0.488 0.728 -1.634 0.1 1.8 0.7
H 1.277 0.342 -1.576 -0.8 -0.1 0.3
H 1.212 -0.344 0.685 1.3 -0.9 0.6
```
Forces are in eV/Å.

The calculation puts the LUMO energy at 0.96 eV. Its relative energy (zero: lowest compared OMol25 entry of this formula, charge and spin) is 21.5 kcal per mole. The charge is 0. As for the spin multiplicity: 1. Its total energy is -1076.3479 a.u.

Here are the Löwdin charges for atoms 1 to 2, given in e:
1 C -0.01
2 C -0.26